# 1
Density functional theory data (ωB97M-V with the def2-TZVPD basis set) for one molecule with the formula C5H10N4O4S2 in a non-equilibrium geometry.

Calculated values
E_LUMO (spin up / spin down) in eV: 0.001 / 0.001
SMILES: [H]/N=C(/C=C\C=C/S(N)(=O)=O)NS(N)(=O)=O
Molar mass in g/mol: 254.293
HOMO (spin up / spin down) in eV: -9.57 / -9.57
Energy in eV: -41164.686

Geometry as ORCA input:
```
! RIJCOSX wB97M-V def2-TZVPD def2/J DEFGRID3
* xyz 0 1
C 1.0044 0.2259 1.7991
C 1.6834 -0.7276 1.1808
C -0.3575 0.6084 1.9290
C 1.4786 -1.9200 0.3604
C 1.4075 -1.9075 -0.9754
N -0.7006 1.5714 2.7157
N -1.2924 -0.1045 1.1194
N 1.0941 -0.6978 -3.3174
N -2.1922 1.8043 -0.3551
O -0.0906 0.3703 -1.4114
O 2.3728 0.4120 -1.3698
O -3.3997 -0.4154 -0.2539
O -3.4011 1.1643 1.6489
S 1.1409 -0.2944 -1.7045
S -2.7486 0.5875 0.5584
H 1.4832 1.1264 2.4097
H 2.7659 -0.6106 1.2330
H 1.6517 -2.8310 0.9107
H -0.7969 -0.7257 0.4919
H 1.7021 -2.9028 -1.4924
H -1.6772 1.6457 2.8453
H 0.4339 -0.0321 -3.7638
H 2.0289 -0.6607 -3.8598
H -1.3986 1.6580 -0.8855
H -2.1920 2.6558 0.1867
*
```

=====

# 2
Density functional theory data (ωB97M-V with the def2-TZVPD basis set) for an isolated ion of composition C5H10NO and charge -1 in a non-equilibrium geometry.

Calculated values
E_LUMO in eV: 3.889
SMILES: C=CCCNC[O-]
Molar mass in g/mol: 100.141
HOMO in eV: -2.29
Energy in eV: -8883.448

Geometry as ORCA input:
```
! RIJCOSX wB97M-V def2-TZVPD def2/J DEFGRID3
* xyz -1 1
C -0.4362 0.6368 0.9898
C -0.8818 0.2863 -0.4441
C -1.1488 -1.1575 -0.6582
C -0.9318 -1.8967 -1.7282
N 0.8962 0.2048 1.2882
C 1.9395 0.9650 0.5370
O 1.7732 2.2983 0.5276
H -1.1746 0.2105 1.6619
H -0.4953 1.7300 1.0498
H -0.1769 0.7582 -1.1246
H -1.8408 0.7951 -0.6208
H -1.7259 -1.5853 0.1657
H -1.2525 -2.9392 -1.7972
H -0.4075 -1.5108 -2.5946
H 1.0456 0.0064 2.2631
H 2.9248 0.6776 0.9750
H 1.8927 0.5203 -0.4903
*
```

=====

# 3
Density functional theory data (ωB97M-V with the def2-TZVPD basis set) for an isolated ion of composition C5H10NO and charge +1 in a non-equilibrium geometry.

Calculated values
E_LUMO in eV: -3.335
SMILES: CC#C[C@@H](O)[NH2+]C
Molar mass in g/mol: 100.141
HOMO in eV: -14.21
Energy in eV: -8875.042

Geometry as ORCA input:
```
! RIJCOSX wB97M-V def2-TZVPD def2/J DEFGRID3
* xyz 1 1
C 0.9394 -1.9229 -0.2076
C 0.3016 -0.8648 -0.2686
C 1.5473 -3.0668 0.3090
C -0.7533 2.7235 -0.0124
C -0.6250 0.1786 -0.6110
N -0.0154 1.4761 0.1353
O -1.8544 0.0521 -0.0540
H 0.8104 -3.7796 0.6569
H 2.3190 -3.5330 -0.2108
H 2.0778 -2.9002 1.2626
H -0.6283 3.2117 -0.8862
H -1.7189 2.4223 0.1400
H -0.4945 3.3579 0.8036
H -0.7706 0.6102 -1.5764
H 0.3547 1.2248 1.1211
H 0.8486 1.5619 -0.3263
H -2.3385 -0.7518 -0.2753
*
```

=====

# 4
Density functional theory data (ωB97M-V with the def2-TZVPD basis set) for an isolated ion of composition C5H10NO and charge +1 in a non-equilibrium geometry.

Calculated values
E_LUMO in eV: -3.679
SMILES: C=CC[C@@H]([NH3+])C=O
Molar mass in g/mol: 100.141
HOMO in eV: -13.88
Energy in eV: -8876.896

Geometry as ORCA input:
```
! RIJCOSX wB97M-V def2-TZVPD def2/J DEFGRID3
* xyz 1 1
O 2.4442 -0.0591 -0.3445
C 1.3633 -0.2443 -0.8290
C 0.1998 0.6228 -0.2755
C -0.7461 -0.1113 0.7084
C -1.4446 -1.2517 0.0786
C -2.7620 -1.3198 -0.0488
N 0.8594 1.7704 0.4520
H 1.1881 -0.9622 -1.6349
H -0.3957 1.0379 -1.0908
H -0.0750 -0.4423 1.5170
H -1.4391 0.6262 1.1159
H -0.8342 -2.0546 -0.3239
H -3.4153 -0.5158 0.2655
H -3.1754 -2.1621 -0.5885
H 1.7975 1.8963 0.0478
H 0.2614 2.5964 0.4096
H 1.0387 1.5402 1.4298
*
```

=====

# 5
Density functional theory data (ωB97M-V with the def2-TZVPD basis set) for a 2-piece molecular cluster, C5H10NO overall.

Calculated values
E_LUMO in eV: -3.156
Molar mass in g/mol: 100.141
HOMO in eV: -13.26
Energy in eV: -8875.364

Geometry as ORCA input:
```
! RIJCOSX wB97M-V def2-TZVPD def2/J DEFGRID3
* xyz 1 1
C -0.6460 2.3563 0.2934
C 0.4097 1.6459 0.0660
C -1.4368 -0.9518 -1.2147
C 1.4522 0.9029 -0.1576
C -0.3585 -1.3668 -0.5897
N -0.2352 -1.3929 0.8669
O 1.9531 0.0316 0.8233
H -0.5778 3.3613 0.6752
H -2.3105 -0.5892 -0.6964
H -1.4871 -0.9495 -2.2873
H -1.6401 2.0076 0.0699
H 1.9998 0.9431 -1.0860
H 0.5131 -1.7569 -1.0947
H -0.2156 -2.3552 1.2297
H -1.0123 -0.8815 1.3063
H 0.6921 -0.9097 1.1049
H 2.9001 -0.0952 0.6908
*
```

=====

# 6
Density functional theory data (ωB97M-V with the def2-TZVPD basis set) for an isolated ion of composition C5H10NO and charge +1 in a non-equilibrium geometry.

Calculated values
E_LUMO (spin up / spin down) in eV: -7.550 / -7.538
Molar mass in g/mol: 100.141
HOMO (spin up / spin down) in eV: -15.05 / -15.14
Energy in eV: -8871.144

Geometry as ORCA input:
```
! RIJCOSX wB97M-V def2-TZVPD def2/J DEFGRID3
* xyz 1 1
C 0.3159 0.2694 1.4351
C 1.5164 -1.1748 -0.3178
C 0.2113 -0.5629 0.2297
C -1.0226 -1.2961 -0.2928
C 0.0522 2.0500 -0.5117
N 0.4446 0.9100 0.2241
O 2.2091 -0.0187 -0.1293
H -0.6412 0.3501 1.8307
H 1.1519 0.1148 2.2065
H 1.8995 -2.1418 0.2367
H 1.5186 -1.3184 -1.4122
H -1.7995 -1.0625 0.3666
H -0.7203 -2.3791 -0.1411
H -1.2119 -1.0802 -1.3583
H 0.2679 2.9965 0.0400
H 0.3670 2.0368 -1.6314
H -1.0431 1.9800 -0.7944
*
```

=====

# 7
Density functional theory data (ωB97M-V with the def2-TZVPD basis set) for a 2-piece molecular cluster, C5H10NO overall in a non-equilibrium geometry.

Calculated values
E_LUMO (spin up / spin down) in eV: -3.853 / -4.185
Molar mass in g/mol: 100.141
HOMO (spin up / spin down) in eV: -12.63 / -12.48
Energy in eV: -8873.906

Geometry as ORCA input:
```
! RIJCOSX wB97M-V def2-TZVPD def2/J DEFGRID3
* xyz 1 1
C -0.7428 1.7105 1.4418
C -0.1380 -1.6556 1.7186
C -0.2353 0.7787 0.6948
C -0.8344 -0.4293 -1.3998
C 0.1020 0.5585 -0.7180
N 1.5023 -0.0284 -0.7552
O 0.7362 -2.2317 1.1706
H -0.9655 2.7100 1.0761
H -0.9667 1.5561 2.4851
H -0.7944 -1.9347 2.5274
H -1.8407 -0.0213 -1.4415
H -0.5118 -0.6266 -2.4214
H -0.8782 -1.3662 -0.8507
H 0.1187 1.5045 -1.2798
H 2.1604 0.5813 -0.2578
H 1.8226 -0.1624 -1.7201
H 1.4656 -0.9436 -0.2702
*
```

=====

# 8
Density functional theory data (ωB97M-V with the def2-TZVPD basis set) for a 2-piece molecular cluster, C5H10NO overall in a non-equilibrium geometry.

Calculated values
E_LUMO (spin up / spin down) in eV: -5.965 / -5.965
Molar mass in g/mol: 100.141
HOMO (spin up / spin down) in eV: -13.67 / -13.67
Energy in eV: -8873.718

Geometry as ORCA input:
```
! RIJCOSX wB97M-V def2-TZVPD def2/J DEFGRID3
* xyz 1 1
C 2.4431 1.1866 -0.9862
C 2.7234 0.5232 -0.0002
C -1.9641 0.8337 -0.2988
C -0.3636 0.7277 -0.3232
C 2.5077 -0.4299 0.9748
N 0.0642 0.1610 0.8536
O 2.2290 -1.6961 0.7985
H 2.1372 1.6999 -1.8482
H -2.2051 1.3032 0.6268
H -2.3052 1.3926 -1.1681
H -2.4941 -0.1572 -0.2875
H 0.2170 1.6852 -0.4714
H 0.0029 0.0709 -1.1015
H 2.6797 -0.1598 1.9919
H -0.0496 0.6461 1.7520
H 0.0142 -0.8386 0.7955
H 2.1653 -1.9657 -0.1668
*
```

=====

# 9
Density functional theory data (ωB97M-V with the def2-TZVPD basis set) for a 2-piece molecular cluster, C5H10NO overall in a non-equilibrium geometry.

Calculated values
E_LUMO (spin up / spin down) in eV: -4.919 / -4.917
Molar mass in g/mol: 100.141
HOMO (spin up / spin down) in eV: -13.08 / -13.08
Energy in eV: -8872.746

Geometry as ORCA input:
```
! RIJCOSX wB97M-V def2-TZVPD def2/J DEFGRID3
* xyz 1 1
C 3.7827 -0.1915 -0.5040
C 1.7978 0.1636 0.8683
C -3.0240 0.1500 -0.0964
C 0.1195 0.0396 -0.6653
C -1.8353 -0.2269 0.6686
N 2.8314 0.1076 0.2965
O -0.6921 -0.7634 -0.0132
H 4.0709 0.6541 -1.0607
H 4.2251 -1.2274 -0.7484
H 1.3858 0.6893 1.7025
H -3.5114 -0.8125 -0.4571
H -3.7752 0.5121 0.5212
H -2.7347 0.7971 -0.8884
H 0.9839 -0.3968 -1.3223
H -0.1704 1.0737 -0.8248
H -2.0009 -1.1690 1.3739
H -1.4530 0.6004 1.1495
*
```

=====

# 10
Density functional theory data (ωB97M-V with the def2-TZVPD basis set) for C5H10NO as an isolated structure in a non-equilibrium geometry.

Calculated values
E_LUMO (spin up / spin down) in eV: -4.916 / -8.260
Molar mass in g/mol: 100.141
⟨S²⟩: 2.009
HOMO (spin up / spin down) in eV: -13.32 / -14.98
Energy in eV: -8870.482

Geometry as ORCA input:
```
! RIJCOSX wB97M-V def2-TZVPD def2/J DEFGRID3
* xyz 1 3
C 1.1419 0.7126 -0.6062
C 1.1099 0.6184 0.8540
C 0.3524 -0.4587 -0.0260
C 0.8855 -1.8399 0.0438
C -2.1010 1.2330 -0.1351
N -1.0157 -0.3623 -0.1764
O -1.7218 -1.3436 -0.3581
H 0.4871 1.5132 -1.0402
H 2.0215 0.6532 -1.1946
H 1.9602 0.3895 1.4223
H 0.3989 1.2882 1.1514
H 1.1322 -2.1173 1.0872
H 1.8131 -1.8061 -0.3923
H 0.2029 -2.5821 -0.3094
H -2.2278 1.5419 -1.1274
H -1.3981 1.8439 0.5094
H -3.0412 0.7161 0.2977
*
```

=====

# 11
Density functional theory data (ωB97M-V with the def2-TZVPD basis set) for a 2-piece molecular cluster, C5H10NO overall in a non-equilibrium geometry.

Calculated values
E_LUMO (spin up / spin down) in eV: -4.889 / -6.344
Molar mass in g/mol: 100.141
⟨S²⟩: 2.006
HOMO (spin up / spin down) in eV: -9.85 / -16.32
Energy in eV: -8871.003

Geometry as ORCA input:
```
! RIJCOSX wB97M-V def2-TZVPD def2/J DEFGRID3
* xyz 1 3
C 0.5311 1.2067 -1.4858
C 1.8066 -0.9946 -2.0518
C 0.6742 -1.3126 -1.1396
C -2.0470 0.2821 2.3034
C -0.7119 0.7288 1.9940
N 0.7327 -0.0092 -1.7904
O -0.1010 0.4918 0.9654
H -0.3095 1.3648 -0.8337
H 1.1131 1.9508 -1.8912
H 2.7643 -0.7687 -1.6564
H 1.9275 -1.5031 -2.9659
H -0.0330 -1.9448 -1.4263
H -2.6711 1.1904 2.3032
H -2.0313 -0.0400 3.3249
H -2.3973 -0.4618 1.6258
H -0.1077 1.0150 2.8520
H 0.8604 -1.1956 -0.1276
*
```

=====

# 12
Density functional theory data (ωB97M-V with the def2-TZVPD basis set) for an isolated ion of composition C5H10NO and charge +2 in a non-equilibrium geometry.

Calculated values
E_LUMO (spin up / spin down) in eV: -10.843 / -14.424
Molar mass in g/mol: 100.141
⟨S²⟩: 0.760
HOMO (spin up / spin down) in eV: -20.29 / -20.15
Energy in eV: -8859.268

Geometry as ORCA input:
```
! RIJCOSX wB97M-V def2-TZVPD def2/J DEFGRID3
* xyz 2 2
O -0.0394 -1.9553 0.4379
C 0.1502 -1.2212 1.4432
C 0.7410 0.2207 1.3106
C -0.1943 1.2782 0.9495
C 0.0009 1.4481 -0.4882
C -0.3762 -0.2083 -2.4379
N -0.3201 0.2549 -1.2502
H -0.2032 -1.6167 2.4049
H 1.6543 0.1849 0.7682
H 0.8579 0.3779 2.4235
H 0.0671 2.2370 1.5412
H -1.1847 0.9353 1.3227
H 1.0646 1.7171 -0.6559
H -0.5446 2.3732 -0.6813
H 0.5344 0.1150 -3.0869
H -1.2402 -0.7482 -2.6726
H -0.3793 -0.8217 -0.7792
*
```

=====

# 13
Density functional theory data (ωB97M-V with the def2-TZVPD basis set) for an isolated ion of composition C5H10NO and charge +2 in a non-equilibrium geometry.

Calculated values
E_LUMO (spin up / spin down) in eV: -11.429 / -14.361
Molar mass in g/mol: 100.141
⟨S²⟩: 0.758
HOMO (spin up / spin down) in eV: -18.55 / -18.45
Energy in eV: -8861.004

Geometry as ORCA input:
```
! RIJCOSX wB97M-V def2-TZVPD def2/J DEFGRID3
* xyz 2 2
O -0.0851 2.0986 0.4936
C -1.0646 1.4587 0.7124
C -1.6991 0.5359 -0.4133
C -0.9184 -0.7705 -0.5426
C 0.0891 -1.1576 0.5586
C 1.4613 -0.9832 0.4747
N 2.0011 0.0163 -0.4922
H -1.3730 1.2878 1.7655
H -2.7340 0.3509 -0.1391
H -1.5757 1.1605 -1.2980
H -1.6279 -1.5780 -0.2936
H -0.4860 -1.0271 -1.5051
H -0.3317 -0.9663 1.5537
H 2.1190 -1.1414 1.3281
H 1.5049 -0.0049 -1.3988
H 2.9745 -0.2211 -0.7021
H 1.7458 0.9412 -0.1019
*
```

=====

# 14
Density functional theory data (ωB97M-V with the def2-TZVPD basis set) for an isolated ion of composition C5H10NO2 and charge -1 in a non-equilibrium geometry.

Calculated values
E_LUMO in eV: 3.639
SMILES: C[C@@H](CC[O-])NC=O
Molar mass in g/mol: 116.140
HOMO in eV: -2.67
Energy in eV: -10931.342

Geometry as ORCA input:
```
! RIJCOSX wB97M-V def2-TZVPD def2/J DEFGRID3
* xyz -1 1
O 3.4992 0.9051 0.6259
C 2.4533 0.2800 0.6441
N 1.2655 0.7264 0.2144
C 0.0929 -0.2130 0.0141
C -1.1464 0.5049 -0.3583
C -2.4653 -0.6710 -0.9922
O -3.3073 -0.0309 -1.7106
C -0.1388 -1.0072 1.3160
H 2.3680 -0.7634 1.0075
H 1.2587 1.5150 -0.4141
H 0.3956 -0.8176 -0.8485
H -1.2392 0.9866 -1.3236
H -1.8042 0.9091 0.4008
H -1.7840 -1.3865 -1.4993
H -2.8491 -1.0083 -0.0014
H 0.4871 -1.8971 1.3932
H -0.1201 -0.2543 2.1000
H -1.1770 -1.3191 1.3060
*
```